ORCA calculation (ωB97M-V/def2-TZVPD) on 6 unconnected molecules or ions with the total composition C20H56N4O8.

```
88
Properties=species:S:1:pos:R:3:mulliken_charge:R:1
C 0.88257 -2.54556 -2.84092 -0.2734
C 2.24673 -2.08037 -2.41692 0.1564
O 3.08960 -3.21915 -2.24028 -0.5988
O 0.01730 -1.41886 -2.76524 -0.6273
H 0.54216 -3.37125 -2.20512 0.2558
H 0.91524 -2.90664 -3.87422 0.4678
H 2.22113 -1.50978 -1.47996 0.1467
H 2.64426 -1.38131 -3.16155 -0.3116
H 3.86063 -2.94788 -1.73553 0.3544
H -0.83496 -1.68568 -3.16234 0.2370
C -0.64493 -1.18082 0.48826 0.4842
C 0.42297 -1.89557 1.28558 -0.3186
O 1.06515 -0.99402 2.16802 -0.4899
O -0.04607 -0.19175 -0.33499 -0.2380
H -1.33203 -0.66968 1.16650 0.2973
H -1.21835 -1.88776 -0.12382 -0.5866
H 1.12238 -2.39872 0.60612 0.1353
H -0.05054 -2.67875 1.88826 0.3998
H 1.31472 -0.25114 1.60339 0.2761
H 0.02484 -0.53078 -1.24154 0.2028
C -2.36292 5.97995 3.07291 -1.4943
C -1.66961 5.37311 1.88038 0.6066
C -1.90638 3.85522 1.80968 -0.7458
O -1.13214 3.24831 0.79754 -0.3007
C 0.19164 2.94049 1.19153 -0.2077
N -2.07627 6.05457 0.64894 -0.7286
H -2.09034 7.03406 3.13967 0.3737
H -2.01545 5.51045 3.99663 0.3728
H -3.44556 5.87383 3.01563 0.3396
H -0.58317 5.47518 1.95496 0.2166
H -2.94786 3.66452 1.53389 0.3050
H -1.70691 3.40044 2.79091 0.3164
H 0.67543 2.50160 0.32247 -0.1204
H 0.18382 2.21897 2.01741 0.1833
H 0.75615 3.82782 1.49940 0.3221
H -3.08926 6.03696 0.55759 0.2800
H -1.75079 5.50769 -0.14519 0.2874
C -4.60990 -3.15324 -4.01638 -1.5649
C -3.35202 -2.68951 -3.28245 0.2208
C -2.96244 -3.66350 -2.18278 -0.0334
O -3.90198 -3.54044 -1.13312 -0.3701
C -3.47069 -4.14741 0.06150 -0.4744
N -2.20572 -2.52786 -4.18594 -0.5801
H -4.47020 -4.17301 -4.39748 0.3561
H -4.79367 -2.53043 -4.89467 0.4258
H -5.49241 -3.15476 -3.37958 0.3531
H -3.59525 -1.73481 -2.80978 0.2420
H -1.94488 -3.43079 -1.84322 -0.0823
H -2.99268 -4.69158 -2.57482 0.3526
H -3.15890 -5.18848 -0.10479 0.3008
H -4.31680 -4.18023 0.74467 0.2617
H -2.64302 -3.59336 0.51427 0.0541
H -2.40625 -1.80670 -4.87339 0.2435
H -2.12902 -3.37681 -4.74284 0.2430
C 0.89657 1.47522 7.99893 -1.5282
C 1.58502 0.13132 7.87022 0.5172
C 1.24729 -0.49796 6.53601 -0.6122
O 1.81574 -1.77827 6.47625 -0.3702
C 1.37418 -2.48198 5.33918 -0.6157
N 3.03651 0.30964 8.06200 -0.7377
H 1.00077 2.05258 7.07502 0.3353
H 1.32921 2.02178 8.83361 0.4108
H -0.17507 1.35456 8.16687 0.3926
H 1.21756 -0.52884 8.65999 0.2848
H 1.61009 0.13192 5.70432 0.2272
H 0.15057 -0.55584 6.39565 0.3647
H 0.30454 -2.72670 5.45532 0.2928
H 1.88963 -3.43461 5.24111 0.3244
H 1.48244 -1.89288 4.42404 0.1718
H 3.51416 -0.53022 7.75268 0.2880
H 3.35322 1.06673 7.46455 0.2574
C 2.31827 1.47084 -7.27961 -1.5056
C 2.98413 1.00870 -5.99300 0.4094
C 2.29066 1.64352 -4.80288 -0.6549
O 2.90490 1.22160 -3.62038 -0.3360
C 2.23918 1.69855 -2.46473 -0.9020
N 3.01310 -0.45971 -5.92674 -0.7110
H 2.39842 0.69025 -8.03940 0.4154
H 2.75589 2.38428 -7.67795 0.3661
H 1.24184 1.63969 -7.16334 0.3519
H 4.02858 1.32986 -5.97442 0.2894
H 1.21941 1.38798 -4.83698 0.2798
H 2.37446 2.74170 -4.89139 0.3886
H 1.21176 1.33228 -2.43707 0.3129
H 2.28730 2.79591 -2.42052 0.4476
H 2.81164 1.36768 -1.59803 0.3227
H 3.40200 -0.72900 -5.02840 0.3292
H 2.05868 -0.81535 -5.90813 0.2693
```

Computed properties:
- HOMO-LUMO gap (eV) = 9.50
- DFT total energy (Eh) = -1616.4616
- energy above the lowest of the compared OMol25 structures with the same formula, charge and spin (kJ/mol) = 407.8
- net charge = 0
- SMILES string = COC[C@H](C)N.COC[C@H](C)N.COC[C@H](C)N.COC[C@H](C)N.OCCO.OCCO
- F_max (eV/Å) = 0.9

=====

ORCA calculation (ωB97M-V/def2-TZVPD) on 6 unconnected molecules or ions with the total composition C40H71Cl2I2N3O12P3S.

```
134
Properties=species:S:1:pos:R:3:mulliken_charge:R:1
C 2.11182 -0.80493 -4.84419 -1.2458
C 1.29439 -0.83833 -3.80378 0.1052
N 0.03461 -0.13896 -3.68125 2.1014
C 0.33064 0.91141 -2.68825 -4.1646
N 1.13420 1.94875 -3.26037 0.8010
C 2.33946 2.47174 -2.62121 -0.9643
C 3.38532 1.45610 -2.15304 0.5066
C 4.78039 2.09622 -2.03533 -0.7707
C 4.79984 3.44612 -1.31745 -0.9201
C -0.87768 1.56535 -1.99265 1.9538
P -0.09062 2.35168 -0.41388 0.7025
S 0.00362 4.25983 -0.27365 -0.2902
P -1.68852 3.08547 -2.92256 0.0905
O -3.30358 2.80620 -2.79435 -0.4687
I -1.45770 2.64185 -5.30431 -0.0997
N -1.79410 0.46631 -1.46031 1.4083
C -2.90067 1.04399 -0.59122 -2.5757
C -3.15610 0.45332 0.81008 0.1797
C -2.66887 -0.94772 1.15087 -1.0890
Cl -4.93029 0.54586 1.08069 -0.1760
C -2.28890 -0.43024 -2.61189 -0.9918
P -3.79177 -1.42340 -1.91816 0.2246
O -3.25254 -2.93859 -1.62569 -0.4868
I -5.15067 -1.82689 -3.85404 -0.0567
C -1.15917 -1.03384 -3.51366 1.2747
C -0.76684 -2.48691 -3.16634 -2.5963
C -0.14411 -2.79355 -1.79537 0.0045
C 1.13126 -3.65029 -1.90149 -0.4211
C 2.03981 -3.58569 -0.66214 -1.3844
C -1.87264 -1.14599 -4.90310 -1.7827
C -0.99476 -1.46345 -6.11927 0.2886
C -0.53829 -0.26683 -6.92883 -1.5299
Cl -2.01610 -2.46902 -7.24227 -0.1999
H 1.80503 -0.68052 -5.87213 0.1568
H 3.16974 -0.98144 -4.68586 0.3340
H 1.61480 -1.37594 -2.91233 0.0337
H 0.90910 0.42015 -1.87647 0.4542
H 1.12918 1.94936 -4.26688 0.5871
H 2.79802 3.14074 -3.35141 0.6990
H 2.08472 3.13816 -1.79392 -0.0644
H 3.13706 1.08606 -1.14955 0.1365
H 3.44678 0.61745 -2.84443 -0.3793
H 5.41642 1.39975 -1.48454 0.3989
H 5.20147 2.19265 -3.03973 0.3543
H 4.33679 4.22043 -1.93104 0.2628
H 4.28237 3.37988 -0.35811 0.3007
H 5.83645 3.73892 -1.16352 0.2225
H -0.87247 1.77498 0.60136 -0.1334
H 1.13755 1.67881 -0.34302 0.0033
H -3.66637 2.16794 -3.42460 0.3441
H -1.17378 -0.12919 -0.89778 -0.1714
H -3.81518 1.06977 -1.16799 1.0921
H -2.68058 2.10052 -0.45071 0.9897
H -2.76206 1.14919 1.54689 0.5660
H -3.46024 -1.67300 0.96227 0.4146
H -1.74394 -1.26007 0.65899 -0.1645
H -2.46689 -1.00744 2.21963 0.6211
H -2.79122 0.29857 -3.25484 0.0977
H -2.80203 -2.99555 -0.76904 0.2540
H -1.64560 -3.11075 -3.31393 0.9917
H -0.07254 -2.83832 -3.93066 0.8966
H -0.82378 -3.35921 -1.16397 0.4587
H 0.10885 -1.87434 -1.24499 -0.3769
H 1.71459 -3.30175 -2.75592 0.3170
H 0.85522 -4.67830 -2.14273 0.5877
H 2.93485 -2.99814 -0.86824 0.3594
H 2.37359 -4.57730 -0.35709 0.3531
H 1.51951 -3.14045 0.18379 0.2004
H -2.55215 -1.98614 -4.81911 0.5412
H -2.42869 -0.23640 -5.13912 0.6364
H -0.16704 -2.12259 -5.87335 0.2020
H 0.09356 0.39363 -6.33881 0.2446
H -1.40641 0.30318 -7.26299 0.4466
H -0.00110 -0.59618 -7.81721 0.3557
O 1.10364 5.33132 -5.75752 -0.5337
C 0.50780 6.17256 -6.36708 0.4597
O 1.03100 6.77462 -7.45826 -0.3710
C 0.15626 7.81480 -7.92963 -0.4343
C -1.22115 7.45335 -7.38442 -0.5405
C -0.86221 6.75707 -6.07512 -0.0490
H 0.51816 8.76821 -7.53953 0.2540
H 0.20745 7.83648 -9.01491 0.3269
H -1.87205 8.31722 -7.27146 0.3315
H -1.71027 6.74628 -8.05606 0.2517
H -0.75845 7.45903 -5.24530 0.2728
H -1.55372 5.96844 -5.78898 0.0278
O -0.61068 -3.22694 1.26785 -0.5403
C -1.03763 -4.03658 2.05509 0.4553
O -1.32779 -3.70146 3.31795 -0.3445
C -1.71638 -4.87268 4.07655 -0.0222
C -2.17675 -5.87776 3.02700 -0.6472
C -1.29667 -5.51172 1.83346 -0.4226
H -0.84281 -5.21788 4.63074 0.2656
H -2.48932 -4.58162 4.78052 -0.0922
H -2.07864 -6.90861 3.35756 0.3705
H -3.22444 -5.70032 2.77882 0.2913
H -0.33415 -6.02738 1.85077 0.3437
H -1.76708 -5.67643 0.86676 0.2978
O 7.88053 3.72614 0.06973 -0.5581
C 7.89841 4.74628 0.69525 0.5569
O 6.79040 5.50980 0.85969 -0.3117
C 7.11799 6.72538 1.55620 -0.4443
C 8.40756 6.41845 2.30932 -0.4834
C 9.07707 5.41055 1.37996 -0.4801
H 7.24970 7.51793 0.81659 0.2649
H 6.28264 6.98228 2.20256 0.3010
H 9.00119 7.30685 2.51189 0.3253
H 8.17435 5.94227 3.26250 0.2633
H 9.68442 5.89292 0.61173 0.2556
H 9.67982 4.66647 1.89316 0.3119
O -3.42498 -4.35853 7.77155 -0.5587
C -4.16433 -3.60652 7.20798 0.4977
O -3.77336 -2.92822 6.09597 -0.3480
C -4.80853 -2.02112 5.67395 -0.2605
C -6.09469 -2.57550 6.27725 -0.5792
C -5.58491 -3.22090 7.56327 -0.4452
H -4.56656 -1.02694 6.05499 0.2431
H -4.81493 -1.99115 4.58648 0.2202
H -6.85472 -1.81258 6.42756 0.3584
H -6.50989 -3.34230 5.62176 0.2721
H -5.54471 -2.51607 8.39592 0.2689
H -6.14592 -4.09941 7.86953 0.3213
O 0.10230 -4.09917 13.38808 -0.5596
C -0.23253 -4.44380 12.29492 0.4880
O -0.19096 -5.74150 11.89770 -0.3458
C -0.54956 -5.85314 10.51201 -0.4461
C -1.36183 -4.60099 10.20096 -0.2037
C -0.72732 -3.58405 11.14514 -0.4502
H 0.37013 -5.90519 9.92362 0.2574
H -1.10458 -6.77831 10.37682 0.3029
H -1.33484 -4.32364 9.15135 0.1959
H -2.40493 -4.76087 10.47443 0.1894
H 0.13706 -3.08619 10.70107 0.2831
H -1.41863 -2.83192 11.51583 0.2950
```

Computed properties:
- HOMO-LUMO gap (eV) = 8.23
- DFT total energy (Eh) = -5571.7272
- net charge = +1
- F_max (eV/Å) = 0.9

=====

ORCA calculation (ωB97M-V/def2-TZVPD) on 2 unconnected molecules or ions with the total composition C4H10O2 at a distorted geometry.

```
16
Properties=species:S:1:pos:R:3:nbo_charge:R:1
C 1.38979 -1.12186 1.39778 -0.6396
C 0.74432 0.20355 1.06925 -0.2652
C -0.46209 0.39444 0.57928 0.2952
O -1.21806 -0.76481 0.35050 -0.7241
C -1.10346 1.60784 0.00283 -0.6627
H 1.31351 -1.80704 0.55603 0.2146
H 0.89952 -1.60594 2.25284 0.2225
H 2.44376 -0.96569 1.59212 0.2122
H 1.37508 1.06364 1.18650 0.2009
H -2.15459 -0.59397 0.55023 0.4759
H -0.64406 2.54958 0.28985 0.2287
H -2.15135 1.65282 0.30443 0.2036
H -1.09390 1.47714 -1.07735 0.2368
H 1.48174 -0.25458 -2.42679 0.4675
H 0.05300 -0.68112 -2.22220 0.4732
O 0.61542 -0.19970 -2.85326 -0.9394
```

Computed properties:
- HOMO-LUMO gap (eV) = 9.59
- DFT total energy (Eh) = -308.8600
- energy above the lowest of the compared OMol25 structures with the same formula, charge and spin (kJ/mol) = 100.3
- net charge = 0
- SMILES string = C/C=C(/C)O.O
- F_max (eV/Å) = 1.3